1.
84
Properties=species:S:1:pos:R:3:forces:R:3:mulliken_charge:R:1 method="wB97M-V/def2-TZVPD" e_tot_ev=-122079.138 lumo_ev=-2.12 homo_energy_ha=-0.4002 charge=+1 fmax_ha_per_bohr=0.0480
I -2.9217 0.1847 -3.6429 0.6 0.2 -0.5 0.297
Y -0.4247 1.4261 -1.8717 -1.5 0.1 0.9 0.363
Br -5.0056 -2.1824 -5.0250 0.1 0.0 0.0 -0.162
O 2.6499 0.8993 -4.6181 0.0 0.0 -0.2 -0.623
O 0.6940 1.0294 -3.4907 1.9 -0.3 -1.5 -0.604
O -0.4768 1.4569 0.2882 -0.1 0.4 1.1 -0.565
O -2.5723 1.0563 -0.2300 0.2 -0.1 0.1 -0.612
N 2.2757 0.6156 -1.1466 0.0 0.0 -0.2 1.493
N -0.2899 -1.3350 -0.9633 0.1 -0.1 0.1 1.099
N 1.4911 2.2910 1.7250 0.2 0.1 0.2 1.288
N -0.4817 -0.3934 2.1667 0.0 -0.1 -0.2 0.664
C -6.8729 -1.4160 -3.0705 0.0 0.0 0.1 -0.352
C 0.2067 -0.2619 3.4652 -0.2 0.0 -0.2 -0.212
C 3.3852 2.0633 3.3416 0.1 0.0 0.0 -1.998
C 1.9087 1.7655 3.1157 -0.1 0.0 -0.3 2.042
C -5.2842 0.5053 -1.8206 -0.2 -0.1 0.0 -0.403
C 2.0267 1.0840 -3.6119 -0.8 -0.1 -0.1 0.152
C 2.7264 -0.8247 -1.3889 0.0 0.1 0.2 0.319
C -1.7032 0.3497 1.9593 -0.2 -0.1 0.1 -0.924
C 0.8601 -3.6000 -0.9206 0.0 0.0 0.0 -2.024
C 2.7311 1.4183 -2.3072 0.1 0.0 0.1 -0.497
C 1.8098 -1.6597 -2.2913 -0.1 0.0 -0.1 -2.218
C -1.1086 -1.8516 0.1581 0.1 0.1 -0.1 -2.173
C 2.4753 2.4665 0.5983 -0.2 0.1 0.1 -1.318
C -5.5913 -1.1736 -3.5457 -0.2 0.0 0.2 -0.098
C 0.2123 -1.5479 4.2861 0.1 -0.1 0.2 -1.867
C -4.8144 -0.2128 -2.9091 0.0 -0.1 0.1 0.484
C 2.9788 1.1570 0.0330 0.1 -0.2 -0.1 -0.541
C -1.6492 1.0036 0.5897 0.4 0.2 -0.2 0.417
C 3.0788 -1.6123 -0.1263 -0.1 0.0 0.1 -2.277
C -6.5694 0.2542 -1.3633 0.0 0.0 0.1 -0.670
C -0.5311 -1.7360 1.5757 0.1 0.1 0.0 -0.510
C 1.0522 2.5696 4.0903 0.0 0.1 0.1 -2.121
C 0.5341 -2.3395 -1.7407 0.0 0.1 0.3 1.578
C 1.6538 0.2509 3.2928 0.0 -0.1 -0.2 -1.089
C -7.3563 -0.7050 -1.9831 0.0 0.0 0.0 -0.575
C -0.2735 -2.8041 -2.9530 -0.1 -0.1 -0.1 -1.828
C -0.3160 3.7593 -1.9710 0.2 0.3 0.1 -1.276
H 4.0449 1.2836 -0.2019 0.0 0.0 0.0 0.417
H -2.0788 -1.3594 0.1064 0.0 0.0 0.1 0.719
H 0.6153 4.1741 -2.3812 0.0 0.0 0.0 0.297
H 0.6063 -1.3405 5.2825 0.0 0.0 0.0 0.502
H 3.8037 1.2969 -2.4796 0.1 0.0 0.1 0.489
H -0.3623 0.4602 4.0529 0.0 0.1 -0.1 0.657
H 1.5289 -1.0981 -3.1800 0.0 0.0 0.1 0.504
H 3.3092 3.0415 0.9855 0.0 0.1 0.0 0.380
H 0.4761 -2.1494 1.5839 0.1 0.0 0.0 0.279
H -0.9698 -1.0011 -1.6355 -0.3 -0.4 -0.2 0.076
H -0.4939 4.2741 -1.0176 0.0 0.0 0.0 0.346
H -7.4838 -2.1635 -3.5593 0.0 0.0 0.0 0.403
H 1.2164 -3.4068 0.0881 0.0 0.0 -0.1 0.416
H 1.1215 2.1393 5.0912 0.0 0.1 -0.1 0.389
H -2.6169 -0.2500 2.0320 0.0 0.0 0.0 0.433
H 2.5416 2.4773 -2.1053 0.0 0.0 0.0 0.384
H 2.4463 -2.4614 -2.6792 0.0 0.0 0.0 0.593
H 1.0941 3.2181 1.8704 0.0 0.0 0.1 0.586
H -1.1425 -2.4140 2.1888 -0.1 0.0 0.0 0.290
H 3.6595 -0.7287 -1.9564 0.1 0.0 0.0 0.630
H 0.6846 1.7419 1.3463 -0.2 -0.3 -0.2 -0.686
H -8.3588 -0.9018 -1.6256 0.0 0.0 0.0 0.377
H 3.6279 1.8456 4.3825 0.0 0.0 0.0 0.532
H -1.2257 -3.2405 -2.6354 0.1 0.0 0.0 0.361
H -1.7861 1.1553 2.6939 0.0 0.0 0.0 0.599
H 0.0003 -4.2682 -0.8503 0.0 0.1 0.0 0.502
H -1.1041 4.1205 -2.6480 0.0 0.0 0.0 0.462
H -0.0036 2.5766 3.8041 0.1 0.0 0.0 0.395
H 2.2605 -1.6122 0.6003 0.1 0.0 -0.1 0.449
H -4.6582 1.2424 -1.3385 0.0 0.0 0.0 0.473
H 1.9632 3.0926 -0.1346 0.0 -0.1 -0.1 0.574
H -0.4792 -1.9722 -3.6325 0.0 0.0 0.0 0.353
H 1.6433 -4.1543 -1.4402 0.0 0.0 0.0 0.421
H -0.7950 -1.9510 4.4098 0.1 0.0 0.0 0.398
H 3.6218 3.1151 3.1595 0.0 -0.1 0.1 0.446
H 1.4017 3.6054 4.1410 0.0 -0.1 0.0 0.511
H 3.9846 -1.2609 0.3659 0.0 0.1 0.0 0.585
H 4.0345 1.4421 2.7150 -0.1 0.1 0.1 0.286
H 3.2681 -2.6465 -0.4142 0.0 0.1 0.0 0.481
H -1.3426 -2.9058 0.0190 0.0 -0.1 0.0 0.569
H 0.2752 -3.5631 -3.5182 0.0 0.1 0.0 0.461
H 2.1076 -0.3272 2.4790 0.0 0.1 0.1 -0.171
H 2.9372 0.4348 0.8333 0.0 -0.1 0.1 -0.230
H 2.2288 -0.0035 4.1878 -0.1 0.0 0.0 0.716
H -6.9506 0.8147 -0.5182 0.0 0.0 0.0 0.391
H 0.8408 -2.3229 3.8386 0.0 0.1 0.0 0.294

2.
79
Properties=species:S:1:pos:R:3:forces:R:3:lowdin_spin:R:1 method="wB97M-V/def2-TZVPD" e_tot_ev=-160996.648 lumo_ev="-7.04 / -7.95" homo_energy_ha="-0.5156 / -0.5165" charge=+2 relative_energy_kcal_mol=13.8 fmax_ha_per_bohr=0.0651 multiplicity=6
Br -1.9306 -6.0861 3.0652 0.5 0.6 -0.3 0.007
Mn 0.3235 0.3559 0.3581 -0.3 0.3 -0.4 4.525
S 1.5201 2.4073 0.6465 -0.3 2.6 0.6 0.081
P -1.9390 -0.3167 0.8047 -3.1 -0.6 1.0 0.039
P 0.4825 0.9509 -2.0062 -0.3 0.3 -3.3 0.046
N 5.9728 1.0548 -0.1801 -1.0 -0.4 0.3 0.009
C -0.1617 -1.6524 -2.9591 0.1 -0.1 0.0 0.002
C -3.4130 -1.1432 3.2420 -0.2 -0.2 -0.1 0.003
C 5.3435 1.4941 0.9259 0.2 -0.1 -0.1 -0.001
C 4.1452 -0.5156 -0.4706 -0.4 0.1 0.4 0.009
C -0.0961 2.6116 -2.6668 0.2 0.1 0.5 0.009
C 0.3297 -3.8131 0.3781 -0.1 0.2 0.0 0.013
C -1.5174 3.0086 -2.2683 -0.3 0.0 0.1 0.001
C 3.4593 -0.0339 0.6701 1.3 0.7 -0.7 0.008
C 3.0994 1.9870 -2.4590 0.2 0.2 0.0 0.001
C -0.0094 3.3518 0.9058 -0.8 -0.2 0.4 0.019
C -0.5303 -0.1736 -3.1117 -0.1 0.1 0.3 0.007
C 1.4513 -1.5837 0.4501 2.8 -0.2 1.8 0.029
C -0.8389 -4.7269 2.2838 0.0 -0.1 0.0 0.016
C -3.9682 -2.3249 0.0181 -0.3 0.2 0.0 0.001
C -0.4592 -3.6153 3.0560 0.2 0.1 -0.3 -0.001
C 2.5423 3.9015 0.8796 1.6 0.3 -0.2 0.025
C 4.1254 0.9897 1.3890 -0.4 -0.3 -0.2 0.009
C -3.2460 0.8032 0.0543 0.6 0.2 -0.4 0.009
C -0.4281 -4.8421 0.9493 0.2 0.3 0.1 -0.001
C -4.6081 0.9759 0.7381 -0.2 -0.1 0.3 0.002
C -2.4868 -2.0275 0.2780 0.8 -0.1 -0.2 0.004
C 2.1882 -0.5909 1.1491 0.0 -2.9 -0.5 0.033
C 5.3664 0.0530 -0.8425 0.2 0.1 0.0 -0.001
C 0.6878 -2.6544 1.1075 -0.9 -0.4 0.4 0.015
C 2.1268 0.8887 -2.9047 0.1 -0.3 0.5 0.012
C -2.3011 -0.2688 2.6499 0.6 0.4 -0.1 0.014
C 0.3001 -2.6012 2.4696 -0.1 -0.1 -0.2 0.015
H -4.4944 1.3684 1.7637 -0.1 -0.2 -0.4 0.000
H -0.8472 2.6325 0.9120 0.0 0.4 -0.1 0.007
H -1.3381 -0.5341 3.1167 -0.4 0.1 0.0 0.002
H -4.5856 -2.2016 0.9221 0.3 -0.1 -0.4 0.000
H 0.8738 -1.8492 -3.2884 -0.4 0.1 0.1 0.000
H 3.6859 1.3868 2.3104 0.2 -0.1 -0.3 0.001
H -3.2349 -2.2105 3.0273 -0.1 0.4 0.1 0.000
H 2.1445 4.7573 0.2947 -0.2 -0.7 0.5 0.001
H 3.2035 1.9980 -1.3610 0.1 0.0 -0.5 0.000
H 4.1030 1.8221 -2.8859 -0.4 0.1 0.1 0.000
H 1.7890 -1.8437 -0.5595 -0.3 0.4 0.1 0.006
H 3.5410 3.7162 0.4364 -0.5 -0.1 0.5 0.000
H -3.4391 -1.0298 4.3415 0.1 0.0 -0.5 0.001
H -0.7628 -3.5468 4.1044 0.1 0.0 -0.4 0.000
H 2.0682 -0.5361 2.2384 -0.3 0.2 -0.4 0.007
H 2.7588 2.9858 -2.7837 0.2 -0.4 0.1 0.000
H 5.8475 2.2979 1.4819 -0.2 -0.4 -0.3 0.000
H -2.7565 1.7852 -0.0361 -0.3 -0.2 0.0 0.001
H -3.3689 0.4436 -0.9849 0.0 0.1 0.4 0.000
H -5.2249 1.7018 0.1768 0.4 -0.3 0.2 0.000
H -0.8318 -2.2949 -3.5575 0.3 0.3 0.3 0.000
H -4.3862 -1.6783 -0.7730 0.2 -0.3 0.3 0.000
H -1.9041 -2.2388 -0.6347 -0.3 0.0 0.3 0.000
H -1.6172 3.0299 -1.1705 0.0 0.1 -0.5 0.000
H -0.0126 3.7960 1.9228 0.2 -0.1 -0.7 0.002
H 1.9435 0.9408 -3.9963 -0.1 0.0 0.6 0.002
H -2.2678 2.2990 -2.6571 0.3 0.3 0.1 0.000
H -5.1733 0.0328 0.7978 0.2 0.4 -0.1 0.000
H 2.6451 4.1422 1.9570 -0.2 -0.2 -0.7 0.003
H 3.7388 -1.3483 -1.0524 0.3 0.3 0.2 0.000
H -1.5857 -0.0217 -2.8191 0.3 -0.1 -0.2 0.000
H -0.4293 0.1568 -4.1644 0.0 -0.1 0.6 0.001
H 0.0160 2.6002 -3.7688 0.0 -0.2 0.5 0.001
H -4.0805 -3.3715 -0.3190 0.1 0.5 0.2 0.000
H 0.5851 -1.7362 3.0760 -0.1 -0.4 -0.1 0.001
H -2.4641 0.7987 2.8925 0.0 -0.4 -0.1 0.000
H -2.0890 -2.7136 1.0436 -0.1 0.3 -0.2 0.000
H 0.6440 -3.9017 -0.6676 -0.1 0.0 0.4 0.000
H -0.2421 -1.9551 -1.9012 0.0 0.0 -0.4 0.001
H -1.7714 4.0111 -2.6564 0.1 -0.5 0.2 0.000
H 0.6174 3.3637 -2.2846 -0.2 -0.3 -0.2 0.000
H -4.4100 -0.8767 2.8558 0.4 -0.1 0.2 0.000
H 2.5620 -0.1034 -2.6933 -0.1 0.3 -0.2 0.000
H -0.1655 4.1086 0.1127 0.1 -0.4 0.5 0.001
H -0.7077 -5.7205 0.3609 0.1 0.3 0.2 0.000
H 5.8934 -0.3267 -1.7297 -0.2 0.2 0.4 0.000